Record 1
C6H20N4Si | wB97M-V/def2-TZVPD

ORCA input file:
```
! wB97M-V def2-TZVPD RIJCOSX def2/J DEFGRID3
* xyz 0 1
C -1.130 2.297 1.689
C -1.626 0.739 -2.510
C -2.372 -0.925 0.987
C -0.854 -2.531 -0.153
C 2.481 -0.687 1.026
C 2.795 0.415 -1.029
N -0.222 1.285 1.278
N -0.911 1.174 -1.397
N -1.185 -1.170 0.224
N 2.064 -0.533 -0.352
Si -0.274 0.225 -0.108
H -0.885 3.285 1.182
H -2.046 2.037 1.257
H -1.112 2.351 2.804
H -2.388 1.360 -2.709
H -1.061 0.492 -3.416
H -1.964 -0.336 -2.333
H -3.392 -0.948 0.592
H -2.402 -1.484 1.959
H -2.263 0.025 1.473
H -1.453 -3.053 -0.909
H 0.255 -2.428 -0.351
H -0.904 -3.105 0.833
H 3.390 -1.337 1.098
H 2.841 0.110 1.787
H 1.622 -1.124 1.529
H 2.711 1.565 -0.721
H 3.910 0.196 -0.980
H 2.569 0.231 -2.111
H 0.264 0.973 2.093
H -0.624 2.205 -1.546
*
```

The calculation puts the HOMO-LUMO gap at 8.21 eV. The calculation puts the relative energy (zero: lowest compared OMol25 entry of this formula, charge and spin) at 1.859 eV. The calculation puts the electronic energy at -749.04338 Ha. The calculation puts the HOMO energy at -7.46 eV. The value obtained for the LUMO energy is 0.75 eV.

Löwdin population analysis, charges in e, atoms 1 to 4:
1 C -0.195
2 C -0.210
3 C -0.148
4 C -0.124

Record 2
C6H20N6 | wB97M-V/def2-TZVPD

ORCA input file:
```
! wB97M-V def2-TZVPD RIJCOSX def2/J DEFGRID3
* xyz 3 2
C 1.513 -1.455 -0.938
C 2.128 -2.795 -1.280
C 1.665 -1.242 1.450
N 2.017 -0.796 0.267
N 0.668 -2.121 1.604
N 2.341 -0.866 2.536
H 1.561 -0.797 -1.813
H 0.421 -1.424 -0.860
H 3.084 -2.946 -0.770
H 2.399 -2.834 -2.328
H 2.799 -0.159 0.266
H 0.351 -2.675 0.824
H 0.600 -2.555 2.511
H 3.030 -0.133 2.505
H 2.031 -1.162 3.449
H 1.558 -3.710 -1.116
C -3.097 1.299 -0.160
C -3.336 0.038 0.795
C -0.888 2.060 -1.032
N -1.957 1.179 -0.959
N -0.680 2.871 -0.062
N -0.208 2.187 -2.178
H -3.986 1.257 -0.834
H -3.196 2.236 0.382
H -2.383 -0.395 1.016
H -4.067 -0.709 0.478
H -2.034 0.475 -1.699
H -1.305 2.877 0.733
H 0.229 3.299 0.077
H 0.154 1.298 -2.531
H 0.507 2.898 -2.207
H -3.870 0.481 1.644
*
```

Its expectation value of S² is 0.756. The calculation puts the HOMO-LUMO gap (alpha / beta) at 9.38 / 4.26 eV. The calculation puts the relative energy (zero: lowest compared OMol25 entry of this formula, charge and spin) at 0.000 eV. The calculation puts the electronic energy at -568.01902 Ha. The calculation puts the HOMO energy (alpha / beta) at -20.40 / -20.40 eV. The value obtained for the LUMO energy (alpha / beta) is -11.02 / -16.15 eV.

Löwdin population analysis, charges in e, atoms 1 to 4:
1 C -0.238
2 C -0.046
3 C -0.451
4 N 0.083

Record 3
C6H20NO4 | wB97M-V/def2-TZVPD

ORCA input file:
```
! wB97M-V def2-TZVPD RIJCOSX def2/J DEFGRID3
* xyz 0 2
O 1.191 -3.242 -0.718
C 0.596 -2.183 -1.047
C 0.415 -0.924 -0.193
C -0.533 0.108 -0.866
C -1.831 0.518 -0.036
C -2.860 0.957 -1.006
C -2.374 -0.662 0.842
N 1.649 -0.170 0.237
H 0.024 -2.073 -1.992
H -0.084 -1.078 0.815
H 0.018 0.935 -1.233
H -1.019 -0.568 -1.654
H -1.557 1.287 0.738
H -3.769 1.454 -0.728
H -2.952 0.333 -1.872
H -2.668 1.954 -1.501
H -2.453 -0.240 1.849
H -1.870 -1.627 0.788
H -3.392 -1.000 0.556
H 2.157 -0.762 0.949
H 1.309 0.729 0.564
H 2.266 0.100 -0.551
H 2.329 2.550 1.781
H 0.897 2.962 2.133
O 1.406 2.350 1.587
H 2.379 2.207 -0.560
H 1.837 2.638 -1.974
O 2.130 1.874 -1.428
H 1.832 -2.923 0.817
H 2.787 -3.042 2.054
O 2.139 -2.461 1.648
*
```

Its expectation value of S² is 0.753. The calculation puts the HOMO-LUMO gap (alpha / beta) at 3.91 / 7.47 eV. The calculation puts the relative energy (zero: lowest compared OMol25 entry of this formula, charge and spin) at 0.000 eV. The calculation puts the electronic energy at -596.18125 Ha. The calculation puts the HOMO energy (alpha / beta) at -4.28 / -7.91 eV. The value obtained for the LUMO energy (alpha / beta) is -0.37 / -0.44 eV.

Löwdin population analysis, charges in e, atoms 1 to 4:
1 O -0.151
2 C -0.335
3 C -0.326
4 C -0.126

Record 4
C6H20O6 | wB97M-V/def2-TZVPD

ORCA input file:
```
! wB97M-V def2-TZVPD RIJCOSX def2/J DEFGRID3
* xyz 1 2
C 2.005 -1.136 0.446
C 1.556 0.265 0.224
C 2.398 1.210 0.591
C -1.321 2.080 -1.250
O -1.523 1.556 -2.541
C 0.125 1.850 -0.797
C 0.293 0.590 -0.418
H 2.994 -1.126 0.053
H 1.571 -1.854 -0.301
H 1.809 -1.432 1.529
H 3.167 0.796 1.259
H 2.458 2.194 0.669
H -1.697 3.083 -1.236
H -1.981 1.601 -0.603
H -1.195 0.651 -2.680
H 0.963 2.536 -0.899
H -0.539 -0.051 -0.407
H -0.532 -1.656 1.802
H -1.526 -2.543 1.178
O -0.990 -1.980 0.913
H -1.478 -1.436 -1.074
H -2.367 -2.095 -1.902
O -1.543 -2.085 -1.681
H -2.231 -0.108 1.460
H -3.013 1.238 1.611
O -2.394 0.662 2.012
H 1.837 0.096 -2.664
H 1.025 -1.194 -2.502
O 1.826 -0.844 -2.722
H -0.620 0.022 3.336
H 0.723 -0.451 3.646
O 0.200 -0.439 2.950
*
```

Its expectation value of S² is 0.775. The calculation puts the HOMO-LUMO gap (alpha / beta) at 9.78 / 6.74 eV. The calculation puts the relative energy (zero: lowest compared OMol25 entry of this formula, charge and spin) at 2.570 eV. The calculation puts the electronic energy at -691.57069 Ha. The calculation puts the HOMO energy (alpha / beta) at -14.64 / -14.60 eV. The value obtained for the LUMO energy (alpha / beta) is -4.86 / -7.86 eV.

Löwdin population analysis, charges in e, atoms 1 to 4:
1 C -0.022
2 C -0.266
3 C 0.215
4 C -0.206

Record 5
C6H20O7 | wB97M-V/def2-TZVPD

ORCA input file:
```
! wB97M-V def2-TZVPD RIJCOSX def2/J DEFGRID3
* xyz 0 1
C -2.444 0.985 2.200
C -1.793 -0.212 2.407
C -0.487 -0.405 1.959
C 0.182 0.587 1.280
C -0.510 1.802 1.085
C -1.834 1.991 1.431
H -3.464 1.064 2.546
H -2.310 -0.985 2.967
H -0.027 -1.367 2.161
H 1.226 0.636 1.032
H 0.105 2.587 0.683
H -2.370 2.919 1.310
O -0.907 -1.561 -3.731
H -1.118 -1.847 -2.823
H -0.948 -0.600 -3.608
O -1.571 -2.346 -1.139
H -0.775 -2.512 -0.603
H -1.890 -3.265 -1.198
O 3.391 1.515 -0.428
H 2.865 2.306 -0.488
H 3.510 1.110 -1.291
O 2.289 -0.134 -2.850
H 1.496 -0.572 -2.527
H 2.226 -0.223 -3.807
O 0.686 -3.362 0.521
H 1.554 -3.743 0.453
H 0.347 -3.345 1.418
O 1.994 2.634 1.761
H 2.621 2.045 1.328
H 2.434 2.943 2.568
O -1.619 0.314 -1.828
H -1.510 -0.186 -1.020
H -1.349 1.226 -1.770
*
```

The calculation puts the HOMO-LUMO gap at 9.41 eV. The calculation puts the relative energy (zero: lowest compared OMol25 entry of this formula, charge and spin) at 0.613 eV. The calculation puts the electronic energy at -767.28452 Ha. The calculation puts the HOMO energy at -9.19 eV. The value obtained for the LUMO energy is 0.22 eV.

Löwdin population analysis, charges in e, atoms 1 to 4:
1 C -0.092
2 C -0.101
3 C -0.100
4 C -0.083

Record 6
C6H21N3O9 | wB97M-V/def2-TZVPD

ORCA input file:
```
! wB97M-V def2-TZVPD RIJCOSX def2/J DEFGRID3
* xyz 0 1
C 2.142 -2.788 1.818
N 3.574 -2.491 1.883
O 4.335 -3.378 2.126
O 3.916 -1.321 1.643
H 1.937 -3.534 1.050
H 1.535 -1.914 1.585
H 1.816 -3.260 2.745
C 1.384 1.165 -3.544
N 1.643 2.328 -4.480
O 1.311 3.456 -4.210
O 2.362 2.080 -5.423
H 1.801 1.374 -2.559
H 1.942 0.280 -3.851
H 0.323 0.926 -3.613
C -1.731 1.791 4.097
N -1.431 2.303 2.738
O -1.270 1.448 1.861
O -1.561 3.490 2.584
H -1.534 0.719 4.119
H -2.752 2.147 4.233
H -1.155 2.338 4.844
C -1.804 -4.142 0.620
O -0.751 -5.096 0.450
H -2.153 -4.166 1.652
H -1.499 -3.121 0.388
H -2.636 -4.320 -0.062
H -0.264 -4.982 -0.369
C -1.387 3.658 -1.358
O -0.001 3.724 -1.352
H -1.724 3.214 -0.421
H -1.744 4.678 -1.498
H -1.840 3.042 -2.134
H 0.277 2.850 -1.068
C -0.415 -0.793 -0.866
O -0.390 0.633 -0.861
H -1.450 -1.134 -0.892
H 0.125 -1.200 -1.721
H 0.060 -1.049 0.081
H -0.991 1.044 -0.235
*
```

The calculation puts the HOMO-LUMO gap at 9.23 eV. The calculation puts the relative energy (zero: lowest compared OMol25 entry of this formula, charge and spin) at 0.530 eV. The calculation puts the electronic energy at -1082.25385 Ha. The calculation puts the HOMO energy at -9.75 eV. The value obtained for the LUMO energy is -0.52 eV.

Löwdin population analysis, charges in e, atoms 1 to 4:
1 C 0.026
2 N -0.450
3 O 0.089
4 O 0.047